1.
Here is a molecular structure, C40H42Br2N2OP2SScSeSi from the Open Molecules 2025 dataset. Energies are from ωB97M-V with the def2-TZVPD basis set.

XYZ file:
```
93
Properties=species:S:1:pos:R:3
Sc 1.373 -1.071 -1.428
Br 2.151 2.971 -4.400
C 3.309 2.259 -3.100
C 4.499 2.952 -2.790
C 5.343 2.495 -1.823
Br 6.897 3.482 -1.408
C 5.048 1.301 -1.114
C 5.846 0.726 -0.104
C 5.447 -0.432 0.510
C 4.238 -1.026 0.129
N 3.466 -0.513 -0.810
C 3.856 0.632 -1.442
C 2.961 1.106 -2.444
O 1.848 0.413 -2.650
H 4.728 3.862 -3.327
H 6.773 1.208 0.176
H 6.047 -0.894 1.280
H 3.891 -1.942 0.596
C -3.460 1.739 4.395
S -2.286 3.057 4.016
C -2.679 3.397 2.274
C -1.711 2.752 1.288
C -1.785 1.235 1.343
N -0.813 0.553 0.473
P -1.232 -0.188 -1.001
C -2.555 -1.354 -0.577
C -2.628 -1.898 0.704
C -3.605 -2.834 1.008
C -4.503 -3.246 0.033
C -4.422 -2.723 -1.251
C -3.453 -1.779 -1.555
C -2.047 1.112 -1.959
C -1.260 1.853 -2.839
C -1.795 2.956 -3.489
C -3.116 3.317 -3.269
C -3.910 2.573 -2.403
C -3.379 1.473 -1.749
P 0.786 0.196 0.892
C 0.768 -0.473 2.564
C 0.853 -1.855 2.729
C 0.753 -2.409 3.997
C 0.559 -1.588 5.098
C 0.467 -0.210 4.939
C 0.576 0.351 3.677
C 1.721 1.746 0.973
C 1.482 2.719 0.001
C 2.306 3.829 -0.094
C 3.387 3.967 0.767
C 3.638 2.997 1.726
C 2.811 1.886 1.829
H -3.353 1.521 5.456
H -3.262 0.828 3.831
H -4.481 2.072 4.213
H -2.656 4.480 2.156
H -3.708 3.079 2.091
H -0.697 3.078 1.525
H -1.933 3.096 0.272
H -2.785 0.895 1.059
H -1.618 0.898 2.368
H -1.924 -1.590 1.469
H -3.663 -3.246 2.007
H -5.264 -3.977 0.271
H -5.119 -3.044 -2.014
H -3.406 -1.363 -2.555
H -0.228 1.572 -3.018
H -1.179 3.528 -4.170
H -3.534 4.176 -3.778
H -4.943 2.850 -2.240
H -4.005 0.893 -1.082
H 0.986 -2.498 1.865
H 0.825 -3.482 4.123
H 0.479 -2.021 6.086
H 0.312 0.430 5.798
H 0.500 1.426 3.562
H 0.647 2.609 -0.684
H 2.108 4.581 -0.847
H 4.035 4.830 0.688
H 4.477 3.105 2.401
H 3.016 1.133 2.581
C 0.773 -6.217 -2.888
Si -0.254 -4.818 -2.221
C -0.981 -3.780 -3.592
C -1.563 -5.409 -1.041
Se 1.166 -3.493 -0.985
H 0.153 -6.905 -3.468
H 1.236 -6.778 -2.075
H 1.568 -5.845 -3.537
H -1.663 -4.376 -4.204
H -0.200 -3.385 -4.244
H -1.546 -2.944 -3.177
H -2.276 -6.060 -1.553
H -2.110 -4.563 -0.622
H -1.117 -5.969 -0.218
```

Values from the calculation:
LUMO level (Eh): -0.1160
Kohn-Sham gap (eV): 7.5
Net charge: +1
Energy relative to the best compared isomer or geometry (same formula, charge and spin) (kcal per mole): 0.00

Löwdin atomic charge list, values in e, 5 entries:
1. Sc 0.504
2. Br 0.845
3. C -0.597
4. C -0.153
5. C -0.625

2.
Here is a molecular structure, C5H8O from the Open Molecules 2025 dataset. Energies are from ωB97M-V with the def2-TZVPD basis set.

XYZ file:
```
14
Properties=species:S:1:pos:R:3
C -1.608 -0.511 0.751
C -0.669 0.349 -1.019
O -0.534 0.881 0.474
C 0.893 0.742 0.382
C 1.370 -0.627 0.009
C 0.849 0.285 -1.067
H -2.573 -0.161 0.390
H -1.502 -0.435 1.838
H -1.393 -1.512 0.377
H -1.038 1.232 -1.558
H 1.488 1.438 0.977
H 2.452 -0.738 0.075
H 0.803 -1.510 0.294
H 1.464 0.568 -1.921
```

Values from the calculation:
LUMO level (Eh): 0.0290
Kohn-Sham gap (eV): 7.6
Energy relative to the best compared isomer or geometry (same formula, charge and spin) (kcal per mole): 175.15

Löwdin atomic charge list, values in e, 5 entries:
1. C 0.070
2. C -0.091
3. O -0.185
4. C -0.236
5. C -0.083

3.
Here is a single C4H10NO3 molecule in a non-equilibrium geometry from the Open Molecules 2025 dataset. Energies are from ωB97M-V with the def2-TZVPD basis set.

XYZ file:
```
18
Properties=species:S:1:pos:R:3
O -1.580 0.208 2.250
C -0.563 0.060 1.592
O 0.695 -0.216 2.214
C -0.046 0.574 0.248
C 0.045 -0.572 -0.804
C -1.448 -0.799 -0.986
O 0.778 -0.009 -1.933
N 1.368 1.023 0.255
H 0.724 -0.590 3.027
H -0.652 1.421 -0.172
H 0.564 -1.470 -0.442
H -1.833 -1.230 -0.134
H -1.845 -1.477 -1.789
H -2.079 0.089 -1.227
H 0.489 -0.316 -2.758
H 2.012 0.511 -0.359
H 1.806 0.885 1.097
H 1.566 1.907 -0.081
```

Values from the calculation:
LUMO level (spin up / spin down) (Eh): 0.0101 / 0.0054
Kohn-Sham gap (spin up / spin down) (eV): 4.1 / 8.8
Multiplicity: 2
Energy relative to the best compared isomer or geometry (same formula, charge and spin) (kcal per mole): 76.87

Löwdin atomic charge list, values in e, 5 entries:
1. O -0.029
2. C -0.554
3. O -0.021
4. C -0.207
5. C -0.328

4.
Here is a molecular structure, C12H24ClI2N2OP2V in a non-equilibrium geometry from the Open Molecules 2025 dataset. Energies are from ωB97M-V with the def2-TZVPD basis set.

XYZ file:
```
45
Properties=species:S:1:pos:R:3
I 0.655 -0.001 -3.963
I -0.642 -2.519 -1.953
V 0.079 -0.082 -1.248
P 2.481 -0.963 -1.018
C 2.720 -2.615 -1.767
C 3.829 0.071 -1.693
H 4.808 -0.345 -1.423
H 4.223 -1.616 0.492
H 3.758 1.088 -1.298
H 3.264 -0.299 1.182
H 2.562 -2.530 -2.843
H 3.743 0.133 -2.780
C 3.191 -1.249 0.639
H 3.693 -3.044 -1.505
H 2.586 -1.957 1.224
H 1.924 -3.266 -1.391
P -1.866 1.170 -1.945
C -3.017 0.109 -2.881
C -2.935 1.909 -0.688
H -0.881 3.308 -2.477
H -2.548 3.149 -3.125
H -1.159 2.346 -3.951
C -1.585 2.637 -2.984
H -2.326 2.522 -0.010
H -3.694 2.527 -1.204
H -3.960 0.660 -3.017
H -3.165 -0.816 -2.307
H -3.415 1.113 -0.107
H -2.549 -0.162 -3.834
Cl 1.062 1.915 -0.872
N -0.362 0.829 5.719
C 0.188 0.903 4.451
O 1.293 1.421 4.297
C -0.505 0.142 3.306
C -1.418 -0.910 3.461
C -1.783 -1.688 2.363
C -1.361 -1.321 1.094
N -0.511 -0.307 0.882
C -0.098 0.379 1.982
H 0.105 1.347 6.453
H -1.342 0.631 5.879
H -1.739 -1.215 4.448
H -2.318 -2.632 2.457
H -1.661 -1.879 0.185
H 0.674 1.109 1.772
```

Values from the calculation:
LUMO level (spin up / spin down) (Eh): -0.5019 / -0.5084
Kohn-Sham gap (spin up / spin down) (eV): 4.1 / 3.9
Net charge: +3
Multiplicity: 2

Löwdin atomic charge list, values in e, 5 entries:
1. I 0.830
2. I 0.854
3. V -0.170
4. P 0.712
5. C -0.288

5.
Here is a molecular structure, C37H79BBr2IN3O9PS in a non-equilibrium geometry from the Open Molecules 2025 dataset. Energies are from ωB97M-V with the def2-TZVPD basis set.

XYZ file:
```
134
Properties=species:S:1:pos:R:3
C -1.955 3.619 6.814
C -1.400 4.625 5.767
S -1.443 3.894 4.092
C -0.016 2.710 4.024
N 0.268 2.174 2.629
Br 0.035 3.889 1.673
C 1.763 1.934 2.480
B 2.492 2.775 1.267
N 3.367 3.871 1.564
O 2.354 2.411 -0.066
C 2.191 0.454 2.302
I 4.277 0.306 1.705
N 1.408 -0.203 1.297
C 0.021 -0.314 1.779
P -0.098 -1.632 3.126
C 1.528 -2.526 3.347
C -1.170 -3.061 2.564
C -0.674 1.090 2.023
O -0.682 1.562 0.655
C -1.781 1.441 -0.187
O -1.824 0.521 -0.965
C -2.931 2.435 -0.259
C -4.212 1.938 -0.388
C -5.327 2.721 -0.502
C -5.158 4.096 -0.485
C -3.892 4.614 -0.363
C -2.782 3.812 -0.246
C -2.073 0.941 2.659
Br -3.179 -0.460 1.806
C -2.173 0.685 4.202
C -3.182 -0.319 4.764
H -2.940 3.309 6.455
H -2.011 4.047 7.815
H -1.304 2.737 6.796
H -0.395 4.968 6.025
H -2.102 5.463 5.752
H 0.792 3.384 4.320
H -0.060 1.955 4.810
H 2.351 2.245 3.353
H 3.469 4.490 0.770
H 3.110 4.376 2.403
H 3.215 2.160 -0.422
H 2.181 -0.006 3.300
H 1.767 -1.114 1.040
H -0.537 -0.699 0.915
H 2.021 -2.745 2.392
H 1.290 -3.492 3.797
H 2.202 -1.973 4.003
H -1.202 -3.127 1.471
H -2.160 -2.921 2.996
H -0.778 -3.998 2.967
H -4.335 0.860 -0.433
H -6.286 2.227 -0.611
H -6.022 4.741 -0.605
H -3.817 5.697 -0.380
H -1.807 4.279 -0.187
H -2.635 1.857 2.443
H -1.208 0.397 4.627
H -2.415 1.634 4.693
H -2.922 -1.366 4.595
H -4.228 -0.100 4.545
H -3.107 -0.211 5.858
C -1.873 -0.003 -5.075
C -3.358 -0.306 -4.970
C -4.120 0.974 -4.685
O -3.602 -1.249 -3.924
H -1.513 0.422 -4.133
H -1.299 -0.913 -5.259
H -1.663 0.705 -5.878
H -3.711 -0.771 -5.892
H -3.782 1.399 -3.734
H -5.188 0.774 -4.587
H -3.980 1.716 -5.471
H -3.301 -0.859 -3.094
C 6.411 -4.018 2.536
C 5.132 -4.770 2.211
C 5.362 -5.800 1.117
O 4.121 -3.844 1.797
H 6.777 -3.479 1.659
H 6.232 -3.276 3.318
H 7.194 -4.698 2.874
H 4.758 -5.266 3.109
H 5.695 -5.315 0.195
H 4.435 -6.328 0.886
H 6.114 -6.531 1.415
H 4.440 -3.400 1.004
C 2.044 6.395 -2.370
C 1.352 7.651 -1.864
C 2.317 8.547 -1.103
O 0.260 7.289 -1.016
H 2.436 5.806 -1.534
H 1.340 5.759 -2.907
H 2.871 6.640 -3.039
H 0.929 8.200 -2.705
H 2.718 8.026 -0.227
H 1.806 9.438 -0.739
H 3.151 8.856 -1.734
H 0.619 6.803 -0.268
C -2.490 -4.140 -5.179
C -1.282 -5.059 -5.073
C -0.650 -4.979 -3.692
O -0.317 -4.704 -6.063
H -2.201 -3.100 -5.019
H -2.929 -4.200 -6.176
H -3.253 -4.403 -4.445
H -1.583 -6.087 -5.280
H -0.301 -3.963 -3.486
H 0.219 -5.636 -3.630
H -1.360 -5.267 -2.914
H -0.042 -3.797 -5.894
C 11.116 -4.541 0.997
C 9.830 -5.284 0.671
C 10.052 -6.323 -0.416
O 8.828 -4.354 0.252
H 11.487 -4.009 0.117
H 10.940 -3.794 1.773
H 11.892 -5.225 1.341
H 9.450 -5.771 1.571
H 10.389 -5.847 -1.341
H 9.120 -6.843 -0.645
H 10.797 -7.060 -0.114
H 9.148 -3.915 -0.544
C -9.538 -0.882 -4.597
C -8.212 -0.180 -4.352
C -7.501 -0.746 -3.133
O -8.434 1.219 -4.172
H -10.210 -0.746 -3.744
H -10.038 -0.460 -5.469
H -9.396 -1.952 -4.760
H -7.573 -0.288 -5.230
H -8.106 -0.607 -2.231
H -6.556 -0.227 -2.968
H -7.297 -1.811 -3.252
H -8.999 1.330 -3.400
```

Values from the calculation:
LUMO level (Eh): -0.1809
Kohn-Sham gap (eV): 5.4
Net charge: +1

Löwdin atomic charge list, values in e, 5 entries:
1. C -0.147
2. C -0.478
3. S 0.822
4. C -0.443
5. N -0.279

6.
Here is 9 unconnected molecules or ions with the total composition C49H45F8O2PS2 in a non-equilibrium geometry from the Open Molecules 2025 dataset. Energies are from ωB97M-V with the def2-TZVPD basis set.

XYZ file:
```
107
Properties=species:S:1:pos:R:3
C 0.862 -0.595 -1.781
S -0.036 -2.000 -2.500
O 0.709 -3.225 -2.072
O -0.055 -1.913 -3.979
P -2.000 -2.229 -1.657
S -3.380 -0.874 -2.519
H 0.941 -0.747 -0.706
H 1.876 -0.548 -2.192
H 0.375 0.364 -1.987
H -1.813 -1.801 -0.300
H -2.781 0.342 -2.712
F -4.613 -2.300 0.754
C -5.177 -3.486 0.434
C -5.552 -4.353 1.443
C -6.135 -5.568 1.108
C -6.325 -5.904 -0.227
C -5.938 -5.023 -1.229
C -5.365 -3.803 -0.897
H -5.389 -4.077 2.477
H -6.440 -6.253 1.888
H -6.775 -6.853 -0.486
H -6.081 -5.285 -2.269
H -5.062 -3.098 -1.663
F 2.837 -1.071 0.178
C 4.089 -1.370 -0.230
C 4.257 -2.088 -1.400
C 5.540 -2.393 -1.829
C 6.639 -1.987 -1.079
C 6.453 -1.272 0.098
C 5.170 -0.956 0.526
H 3.388 -2.405 -1.965
H 5.683 -2.948 -2.747
H 7.639 -2.230 -1.414
H 7.308 -0.960 0.684
H 5.005 -0.392 1.435
F -2.238 1.529 5.651
C -2.800 0.344 5.337
C -3.170 -0.517 6.354
C -3.752 -1.734 6.029
C -3.948 -2.079 4.696
C -3.566 -1.204 3.686
C -2.992 0.019 4.007
H -3.002 -0.233 7.385
H -4.053 -2.414 6.815
H -4.399 -3.031 4.447
H -3.716 -1.474 2.649
H -2.696 0.718 3.235
F -0.125 -0.150 11.175
C 0.051 0.854 10.298
C 0.101 0.570 8.945
C 0.279 1.608 8.041
C 0.413 2.914 8.499
C 0.364 3.183 9.862
C 0.177 2.148 10.769
H 0.003 -0.455 8.609
H 0.312 1.400 6.980
H 0.554 3.722 7.793
H 0.472 4.198 10.218
H 0.129 2.339 11.833
F -7.404 4.230 4.198
C -6.276 4.540 4.862
C -6.205 5.735 5.555
C -5.042 6.051 6.243
C -3.962 5.175 6.223
C -4.046 3.979 5.519
C -5.212 3.656 4.838
H -7.054 6.407 5.552
H -4.977 6.980 6.795
H -3.054 5.425 6.758
H -3.206 3.301 5.500
H -5.300 2.725 4.291
F 1.005 2.465 -1.400
C 0.387 3.614 -1.742
C 1.116 4.788 -1.780
C 0.479 5.968 -2.138
C -0.878 5.963 -2.442
C -1.597 4.775 -2.395
C -0.962 3.591 -2.048
H 2.169 4.773 -1.532
H 1.039 6.892 -2.178
H -1.373 6.885 -2.716
H -2.654 4.772 -2.628
H -1.504 2.655 -2.013
F 6.138 -6.465 -7.692
C 5.509 -5.402 -7.160
C 4.244 -5.564 -6.623
C 3.597 -4.466 -6.071
C 4.217 -3.221 -6.072
C 5.486 -3.074 -6.619
C 6.141 -4.172 -7.164
H 3.776 -6.539 -6.639
H 2.611 -4.579 -5.641
H 3.709 -2.366 -5.644
H 5.966 -2.104 -6.622
H 7.132 -4.078 -7.587
F 6.868 0.302 -7.941
C 5.674 0.724 -8.399
C 5.426 2.081 -8.493
C 4.195 2.512 -8.970
C 3.227 1.584 -9.336
C 3.490 0.224 -9.231
C 4.723 -0.211 -8.764
H 6.190 2.788 -8.196
H 3.991 3.571 -9.056
H 2.266 1.923 -9.704
H 2.735 -0.499 -9.511
H 4.949 -1.266 -8.683
```

Values from the calculation:
SMILES: CS(=O)(=O)PS.Fc1ccccc1.Fc1ccccc1.Fc1ccccc1.Fc1ccccc1.Fc1ccccc1.Fc1ccccc1.Fc1ccccc1.Fc1ccccc1
LUMO level (Eh): 0.0007
Kohn-Sham gap (eV): 9.2
Energy relative to the best compared isomer or geometry (same formula, charge and spin) (kcal per mole): 0.00

Löwdin atomic charge list, values in e, 5 entries:
1. C -0.181
2. S 0.377
3. O -0.423
4. O -0.401
5. P 0.458

7.
Here is 6 unconnected molecules or ions with the total composition H12O6 in a non-equilibrium geometry from the Open Molecules 2025 dataset. Energies are from ωB97M-V with the def2-TZVPD basis set.

XYZ file:
```
18
Properties=species:S:1:pos:R:3
O -0.631 -0.323 -0.223
H 0.005 -0.272 0.490
H -0.182 0.065 -0.974
O 2.476 1.191 -0.106
H 1.956 1.033 -0.894
H 2.040 0.678 0.575
O -0.775 -2.962 0.778
H -0.889 -2.068 0.458
H -0.974 -2.910 1.713
O 1.535 -0.512 1.959
H 1.007 -0.382 2.746
H 2.025 -1.316 2.128
O -3.118 1.566 0.014
H -2.742 0.688 -0.046
H -3.202 1.854 -0.895
O 0.611 1.175 -2.206
H -0.050 1.787 -2.529
H 0.908 0.709 -2.988
```

Values from the calculation:
LUMO level (spin up / spin down) (Eh): 0.1035 / 0.0984
Kohn-Sham gap (spin up / spin down) (eV): 2.3 / 10.0
Net charge: -1
Multiplicity: 2
Energy relative to the best compared isomer or geometry (same formula, charge and spin) (kcal per mole): 12.57

Löwdin atomic charge list, values in e, 5 entries:
1. O -0.117
2. H -0.008
3. H -0.021
4. O -0.148
5. H -0.043

8.
Here is a single CHClFNO2 molecule in a non-equilibrium geometry from the Open Molecules 2025 dataset. Energies are from ωB97M-V with the def2-TZVPD basis set.

XYZ file:
```
7
Properties=species:S:1:pos:R:3
C 1.773 0.712 -0.396
N 0.630 1.199 0.275
O 1.651 -0.210 -1.127
O -0.328 0.265 0.726
F 0.765 2.250 1.190
Cl 3.075 1.741 -0.225
H -1.124 0.884 0.723
```

Values from the calculation:
SMILES: O=C(Cl)N(O)F
LUMO level (Eh): 0.0139
Kohn-Sham gap (eV): 10.9
Energy relative to the best compared isomer or geometry (same formula, charge and spin) (kcal per mole): 12.00

Löwdin atomic charge list, values in e, 5 entries:
1. C -0.931
2. N -0.154
3. O 0.087
4. O 0.049
5. F -0.034